Density functional theory data (ωB97M-V with the def2-TZVPD basis set) for C32H39As2N2O2OsP as an isolated structure.

Summary:
Total charge ... +2
Orbital gap (alpha / beta) ... 6.811 / 6.809 eV
HOMO energy (alpha / beta) ... -14.213 / -14.209 eV

Each line ends with the Mulliken charge.
Element x y z (Å)
Os1 0.362 -0.128 -0.494  3.241
C1 3.472 -2.839 -1.474  -1.103
C2 2.441 -3.501 -2.348  0.601
C3 2.845 -4.205 -3.476  -0.935
C4 1.936 -4.904 -4.258  -0.858
C5 0.592 -4.925 -3.915  -0.910
C6 0.163 -4.223 -2.801  -0.943
C7 1.073 -3.498 -2.030  1.251
P1 0.490 -2.542 -0.625  0.726
C8 -1.272 -2.886 -0.318  1.091
C9 -1.629 -3.504 0.890  -1.068
C10 -2.960 -3.703 1.210  -0.869
C11 -3.951 -3.286 0.329  -0.920
C12 -3.604 -2.673 -0.862  -0.991
C13 -2.271 -2.452 -1.205  0.832
C14 -1.976 -1.768 -2.510  -0.991
C15 1.424 -2.981 0.831  0.349
C16 1.632 -4.296 1.255  -0.307
C17 2.360 -4.528 2.406  -0.819
C18 2.875 -3.451 3.125  -0.841
C19 2.692 -2.153 2.682  -0.637
C20 1.980 -1.900 1.509  -0.107
C21 1.928 -0.504 0.928  -2.417
H1 4.404 -2.695 -2.019  0.571
H2 3.692 -3.456 -0.600  0.357
H3 3.139 -1.866 -1.103  -0.189
H4 3.897 -4.222 -3.734  0.510
H5 2.283 -5.446 -5.128  0.445
H6 -0.118 -5.487 -4.507  0.481
H7 -0.884 -4.250 -2.527  0.544
H8 -0.864 -3.848 1.576  0.410
H9 -3.221 -4.196 2.137  0.503
H10 -4.994 -3.443 0.569  0.450
H11 -4.379 -2.342 -1.543  0.527
H12 -2.337 -2.367 -3.349  0.634
H13 -0.906 -1.617 -2.660  -0.708
H14 -2.469 -0.795 -2.563  0.518
H15 1.224 -5.125 0.689  0.565
H16 2.525 -5.540 2.750  0.492
H17 3.438 -3.633 4.031  0.450
H18 3.128 -1.329 3.235  0.547
H19 2.889 -0.306 0.444  0.891
H20 1.881 0.202 1.760  1.142
N1 -0.842 -0.359 1.325  -0.767
N2 -2.128 0.101 1.017  -0.166
C22 -2.345 0.763 -0.170  0.138
O1 -3.412 1.153 -0.533  -0.582
O2 -1.211 0.941 -0.894  -1.003
H21 -0.889 -1.347 1.580  0.370
H22 -0.458 0.152 2.119  0.437
H23 -2.874 0.019 1.690  0.263
C23 0.634 -0.331 -4.260  -1.268
As1 1.416 0.437 -2.668  0.898
C24 3.303 0.157 -2.990  -1.231
C25 1.204 2.344 -2.889  0.493
C26 1.248 2.953 -4.139  -0.842
C27 1.102 4.328 -4.237  -0.841
C28 0.924 5.099 -3.095  -0.790
C29 0.892 4.499 -1.846  -0.976
C30 1.028 3.118 -1.749  0.186
As2 1.059 2.212 -0.060  0.855
C31 -0.137 3.170 1.110  -1.482
C32 2.821 2.566 0.641  -1.202
H24 1.169 0.046 -5.130  0.638
H25 -0.417 -0.060 -4.331  0.398
H26 0.743 -1.415 -4.218  0.285
H27 3.586 0.767 -3.847  0.557
H28 3.479 -0.893 -3.216  0.365
H29 3.895 0.451 -2.126  0.332
H30 1.385 2.367 -5.039  0.396
H31 1.123 4.802 -5.210  0.439
H32 0.808 6.171 -3.178  0.432
H33 0.758 5.112 -0.963  0.391
H34 0.213 4.195 1.222  0.619
H35 -0.149 2.706 2.096  0.400
H36 -1.137 3.169 0.681  0.407
H37 2.982 3.642 0.596  0.496
H38 3.570 2.067 0.029  0.341
H39 2.908 2.231 1.672  0.502

***

Density functional theory data (ωB97M-V with the def2-TZVPD basis set) for C30H30F4IrN2OSi as an isolated structure.

Summary:
Total charge ... +2
⟨S²⟩ ... 8.7898
Spin multiplicity ... 6
Orbital gap (alpha / beta) ... 8.596 / 4.701 eV
HOMO energy (alpha / beta) ... -13.669 / -14.331 eV

Each line ends with the Mulliken charge.
Element x y z (Å)
Ir1 0.571 -1.116 -0.339  0.282
C1 1.621 -1.433 -3.739  -0.924
C2 1.984 -2.523 -2.759  -0.827
N1 2.376 -2.043 -1.289  0.105
C3 3.601 -1.101 -1.371  -0.325
C4 4.405 -0.944 -0.032  -1.223
C5 2.712 -3.283 -0.365  -0.861
C6 1.748 -3.405 0.890  -0.456
N2 0.441 -2.774 0.570  0.177
C7 -0.694 -3.115 1.259  -0.411
C8 -1.956 -3.181 0.618  0.662
F1 -2.075 -2.951 -0.751  -0.406
C9 -3.101 -3.555 1.330  0.448
F2 -4.273 -3.384 0.665  -0.336
C10 -3.042 -3.914 2.686  -0.695
C11 -1.782 -4.110 3.203  0.133
F3 -1.640 -4.833 4.338  -0.272
C12 -0.623 -3.564 2.616  0.552
F4 0.542 -3.492 3.283  -0.292
H1 0.635 -1.666 -4.023  0.383
H2 2.321 -1.470 -4.593  0.330
H3 1.617 -0.440 -3.273  0.049
H4 2.829 -3.171 -3.014  0.598
H5 1.168 -3.216 -2.545  0.427
H6 3.174 -0.146 -1.732  0.303
H7 4.248 -1.542 -2.202  0.348
H8 3.702 -0.979 0.789  0.266
H9 4.870 0.036 0.005  0.388
H10 5.226 -1.673 0.084  0.384
H11 3.760 -3.247 -0.050  0.322
H12 2.508 -4.130 -0.973  0.428
H13 2.237 -2.980 1.798  0.316
H14 1.504 -4.482 1.091  0.457
H15 -3.882 -4.120 3.295  0.606
O1 0.542 0.613 -1.228  0.371
Si1 -0.416 1.784 -0.482  -0.274
C13 0.667 3.136 0.305  0.390
C14 0.578 3.638 1.562  0.128
C15 1.724 4.116 2.150  -0.828
C16 2.776 4.541 1.355  -0.248
C17 2.818 4.227 0.004  -0.869
C18 1.767 3.490 -0.483  -0.191
C19 -1.462 1.018 0.898  0.421
C20 -2.714 0.533 0.538  -0.368
C21 -3.534 -0.147 1.446  -0.745
C22 -3.172 -0.318 2.774  -0.833
C23 -1.963 0.238 3.130  -0.710
C24 -1.120 0.884 2.259  -0.015
C25 -1.508 2.896 -1.573  0.405
C26 -1.744 2.641 -2.912  -0.459
C27 -2.879 3.157 -3.527  -0.518
C28 -3.794 3.857 -2.758  -0.506
C29 -3.472 4.297 -1.510  -0.713
C30 -2.305 3.821 -0.925  -0.057
H16 -0.338 3.656 2.133  0.558
H17 1.786 4.121 3.217  0.475
H18 3.596 5.141 1.781  0.405
H19 3.591 4.499 -0.669  0.508
H20 1.781 3.089 -1.491  0.379
H21 -3.122 0.640 -0.461  0.413
H22 -4.455 -0.543 1.105  0.512
H23 -3.810 -0.820 3.450  0.632
H24 -1.658 0.187 4.180  0.393
H25 -0.088 1.117 2.607  0.404
H26 -1.067 1.975 -3.449  0.379
H27 -3.012 2.965 -4.602  0.395
H28 -4.724 4.119 -3.248  0.428
H29 -4.018 5.123 -1.041  0.417
H30 -1.984 4.257 -0.008  0.388

***

How do the records compare in largest force on an atom? In the order shown, they have 0.45, 3.10 eV/Å.